Computed, not measured: a single C3H6N4O molecule at a distorted geometry, with ωB97M-V with the def2-TZVPD basis set.

Each line ends with the Löwdin charge.
CARTESIAN COORDINATES (ANGSTROEM)
H -1.184 0.126 -2.336  -0.01
N -1.488 0.242 -1.435  0.12
C -0.456 0.084 -0.644  -0.30
C 1.045 -0.109 -0.645  -0.19
O 1.714 -0.459 -1.806  0.05
C 1.429 0.422 0.655  -0.04
N 0.401 -0.010 1.518  -0.04
N -0.665 0.043 0.758  -0.28
N -1.852 -0.182 1.487  0.07
H 2.591 -0.159 -1.456  0.12
H 2.353 0.549 1.163  0.09
H 0.348 0.903 2.180  0.19
H -2.394 0.453 0.915  0.06
H -2.306 -1.230 1.484  0.15

- total energy (hartree) = -412.00041
- E_LUMO (eV) = 0.55
- structure (SMILES) = [H]/N=c1\c(O)c[nH]n1N
- F_max (eV/A) = 6.7
- spin multiplicity = 1
- E_HOMO (eV) = -7.8
- relative energy (zero: lowest compared OMol25 entry of this formula, charge and spin) (kcal/mol) = 130.9

---

Computed, not measured: a single C25H33N3O5S molecule at a distorted geometry, with ωB97M-V with the def2-TZVPD basis set.

Each line ends with the Löwdin charge.
CARTESIAN COORDINATES (ANGSTROEM)
C 4.513 -2.413 8.130  -0.06
C 4.501 -2.442 6.610  -0.26
O 3.167 -2.219 6.188  -0.04
C 2.885 -2.202 4.867  -0.26
C 3.811 -2.390 3.843  0.00
C 3.395 -2.351 2.527  0.00
C 2.061 -2.144 2.193  -0.14
C 1.705 -2.134 0.755  -0.42
O 2.523 -1.854 -0.117  0.04
N 0.433 -2.467 0.454  0.14
C -0.044 -2.643 -0.907  -0.19
C -0.393 -1.266 -1.520  -0.39
O -1.518 -0.868 -1.723  0.08
N 0.739 -0.566 -1.779  0.15
C 0.825 0.720 -2.309  -0.19
C 1.983 1.461 -2.063  0.00
C 2.119 2.741 -2.567  -0.06
C 1.100 3.305 -3.320  -0.07
C -0.031 2.556 -3.576  -0.26
S -1.385 3.284 -4.503  0.67
O -1.994 2.280 -5.323  -0.28
O -0.915 4.490 -5.122  -0.29
N -2.496 3.726 -3.349  -0.24
C -2.073 4.769 -2.446  -0.21
C -3.302 5.408 -1.802  -0.17
C -4.128 4.340 -1.091  -0.21
C -4.500 3.238 -2.080  -0.17
C -3.233 2.662 -2.710  -0.21
C -0.187 1.275 -3.089  0.01
C -1.182 -3.676 -0.956  -0.36
C -2.413 -3.257 -0.153  -0.06
C -1.567 -3.944 -2.409  -0.06
C 1.139 -1.939 3.221  -0.02
C 1.546 -1.964 4.535  0.01
H 5.522 -2.580 8.495  0.08
H 3.858 -3.186 8.522  0.08
H 4.160 -1.448 8.486  0.08
H 4.851 -3.418 6.246  0.13
H 5.157 -1.658 6.209  0.13
H 4.853 -2.563 4.060  0.11
H 4.108 -2.489 1.728  0.12
H -0.214 -2.685 1.193  0.12
H 0.802 -3.034 -1.491  0.16
H 1.610 -0.955 -1.401  0.10
H 2.773 1.017 -1.474  0.12
H 3.020 3.302 -2.370  0.11
H 1.171 4.299 -3.730  0.11
H -1.517 5.494 -3.040  0.12
H -1.411 4.363 -1.662  0.13
H -3.904 5.874 -2.583  0.12
H -2.984 6.181 -1.100  0.11
H -5.030 4.784 -0.665  0.11
H -3.544 3.912 -0.272  0.11
H -5.129 3.654 -2.868  0.12
H -5.050 2.440 -1.579  0.11
H -3.474 1.934 -3.484  0.12
H -2.625 2.172 -1.933  0.13
H -1.074 0.716 -3.333  0.11
H -0.782 -4.603 -0.525  0.14
H -2.195 -3.156 0.909  0.07
H -3.188 -4.011 -0.259  0.08
H -2.795 -2.311 -0.525  0.07
H -1.995 -3.049 -2.853  0.08
H -2.305 -4.740 -2.460  0.08
H -0.699 -4.242 -2.992  0.08
H 0.103 -1.723 3.003  0.11
H 0.845 -1.800 5.338  0.12

- total energy (hartree) = -1911.15345
- E_LUMO (eV) = 0.52
- structure (SMILES) = CCOc1ccc(C(=O)N[C@H](C(=O)Nc2cccc(S(=O)(=O)N3CCCCC3)c2)C(C)C)cc1
- F_max (eV/A) = 1.0
- spin multiplicity = 1
- E_HOMO (eV) = -8.7
- relative energy (zero: lowest compared OMol25 entry of this formula, charge and spin) (kcal/mol) = 20.3

---

Computed, not measured: 2 unconnected molecules or ions with the total composition C4H13NS at a distorted geometry, with ωB97M-V with the def2-TZVPD basis set.

Each line ends with the Löwdin charge.
CARTESIAN COORDINATES (ANGSTROEM)
C 2.180 -0.716 2.318  -0.14
N 1.981 -2.076 1.883  -0.19
C 0.689 -2.375 1.311  -0.14
H 1.742 -0.529 3.285  0.07
H 1.717 -0.059 1.566  0.07
H 3.242 -0.488 2.376  0.08
H 2.701 -2.444 1.350  0.07
H 0.406 -1.578 0.600  0.05
H 0.782 -3.271 0.723  0.07
H -0.127 -2.465 2.028  0.08
C -1.119 2.513 -0.709  -0.46
S -1.011 1.244 -1.973  0.71
C -1.852 -0.021 -0.959  -0.42
H -0.937 3.525 -1.072  0.03
H -2.135 2.588 -0.324  0.03
H -0.372 2.421 0.082  0.03
H -1.248 -0.097 -0.061  0.00
H -1.901 -0.969 -1.478  0.03
H -2.812 0.387 -0.691  0.02

- total energy (hartree) = -613.09890
- E_LUMO (eV) = 0.93
- structure (SMILES) = CNC.CSC
- F_max (eV/A) = 2.3
- spin multiplicity = 1
- E_HOMO (eV) = -8.5
- relative energy (zero: lowest compared OMol25 entry of this formula, charge and spin) (kcal/mol) = 18.9

---

Computed, not measured: a molecular structure, H2OSn at a distorted geometry, with ωB97M-V with the def2-TZVPD basis set.

Each line ends with the Löwdin charge.
CARTESIAN COORDINATES (ANGSTROEM)
Sn -1.460 0.777 -1.798  1.94
O 0.225 0.016 0.696  -0.07
H 0.448 -0.793 1.194  0.11
H 0.786 0.001 -0.092  0.01

- total energy (hartree) = -289.89381
- E_LUMO (eV) = -14.01
- F_max (eV/A) = 1.9
- net charge = +2
- spin multiplicity = 1
- E_HOMO (eV) = -21.6
- relative energy (zero: lowest compared OMol25 entry of this formula, charge and spin) (kcal/mol) = 38.3

---

Computed, not measured: a molecular structure, C5H6O2, with ωB97M-V with the def2-TZVPD basis set.

Each line ends with the Löwdin charge.
CARTESIAN COORDINATES (ANGSTROEM)
O 2.337 1.073 -1.783  0.09
C 1.745 0.821 -0.769  -0.19
C 1.108 -0.538 -0.468  -0.33
O 0.637 -0.620 0.878  -0.08
C -0.689 -0.782 0.321  -0.41
C -1.625 0.365 0.686  -0.03
C -0.238 -0.745 -1.116  0.24
H 1.602 1.551 0.054  0.14
H 1.823 -1.327 -0.747  0.17
H -1.133 -1.748 0.600  0.16
H -2.606 0.213 0.229  0.09
H -1.734 0.411 1.773  0.09
H -1.226 1.325 0.343  0.08

- total energy (hartree) = -344.41604
- E_LUMO (eV) = -0.98
- F_max (eV/A) = 0.6
- spin multiplicity = 1
- E_HOMO (eV) = -9.5
- relative energy (zero: lowest compared OMol25 entry of this formula, charge and spin) (kcal/mol) = 116.6

---

Computed, not measured: a single C4H9NO2 molecule at a distorted geometry, with ωB97M-V with the def2-TZVPD basis set.

Each line ends with the Löwdin charge.
CARTESIAN COORDINATES (ANGSTROEM)
C 1.689 -0.317 1.248  -0.05
C 0.599 -0.458 0.205  -0.45
O 1.127 -0.292 -1.118  -0.04
C -0.524 0.541 0.427  -0.08
C -1.657 0.590 -0.595  -0.53
N -1.831 -0.534 -1.369  0.16
O -2.320 1.593 -0.736  0.05
H 1.776 0.723 1.584  0.08
H 2.648 -0.653 0.876  0.08
H 1.486 -0.842 2.185  0.08
H 0.187 -1.471 0.246  0.14
H 1.483 0.603 -1.165  0.10
H -0.107 1.541 0.367  0.12
H -0.966 0.470 1.423  0.14
H -0.979 -1.024 -1.580  0.08
H -2.613 -0.469 -1.997  0.11

- total energy (hartree) = -363.06309
- E_LUMO (eV) = 0.83
- structure (SMILES) = C[C@H](O)CC(N)=O
- F_max (eV/A) = 1.2
- spin multiplicity = 1
- E_HOMO (eV) = -9.7
- relative energy (zero: lowest compared OMol25 entry of this formula, charge and spin) (kcal/mol) = 14.1

---

Computed, not measured: a molecular structure, C4H3HgMgO6 at a distorted geometry, with ωB97M-V with the def2-TZVPD basis set.

Each line ends with the Mulliken spin population.
CARTESIAN COORDINATES (ANGSTROEM)
O -0.804 2.319 -3.762  0.00
C -0.084 1.486 -3.135  0.00
O 1.029 1.128 -3.622  0.00
O -0.531 1.033 -1.986  0.00
C 0.099 -0.038 -1.358  -0.02
O 0.924 -0.965 0.602  -0.01
C 1.428 -0.750 1.863  0.00
C 0.186 0.003 -0.018  0.09
O 1.186 0.321 2.451  0.00
O 2.060 -1.714 2.338  0.00
Mg 0.656 2.399 -5.145  0.00
Hg 2.553 -0.697 4.766  0.00
H 0.606 -0.770 -1.985  0.00
H -0.023 0.909 0.554  -0.02
H -2.147 -0.149 1.163  0.95

- total energy (hartree) = -959.00775
- E_LUMO (eV) = -4.86
- <S²> = 0.751
- F_max (eV/A) = 3.3
- spin multiplicity = 2
- E_HOMO (eV) = -6.2

---

Computed, not measured: a molecular structure, C4H14N2O2 at a distorted geometry, with ωB97M-V with the def2-TZVPD basis set.

Each line ends with the Löwdin charge.
CARTESIAN COORDINATES (ANGSTROEM)
C -2.376 0.339 0.281  -0.07
O -0.633 1.438 2.198  -0.27
C -0.996 -0.251 -0.251  -0.40
C -0.008 0.868 -0.630  -0.18
C 1.443 0.557 -0.739  -0.33
N 1.667 -0.409 -1.758  0.08
N -0.449 -1.054 0.840  0.17
H -3.008 0.930 -0.408  0.07
H -3.026 -0.497 0.601  0.07
H -1.207 -0.829 -1.158  0.13
H -0.340 1.720 0.096  0.15
H -0.382 1.025 -1.702  0.14
H 1.750 0.268 0.273  0.13
H 1.755 1.576 -1.058  0.13
H 2.394 0.006 -2.405  0.11
H 1.630 -1.519 -0.948  0.05
H -2.136 0.971 1.206  0.06
H 0.470 -1.598 0.740  0.06
H -0.390 -0.490 1.704  0.07
H -0.363 1.830 3.027  -0.05
H 2.374 -2.838 0.017  0.04
O 1.831 -2.043 0.074  -0.18

- total energy (hartree) = -420.46895
- E_LUMO (eV) = -4.39
- F_max (eV/A) = 3.6
- spin multiplicity = 1
- E_HOMO (eV) = -8.4
- relative energy (zero: lowest compared OMol25 entry of this formula, charge and spin) (kcal/mol) = 210.9

---

Computed, not measured: a gas-phase ion, C7H13N4O (charge +1) at a distorted geometry, with ωB97M-V with the def2-TZVPD basis set.

Each line ends with the Löwdin charge.
CARTESIAN COORDINATES (ANGSTROEM)
C 0.457 1.218 -3.630  -0.06
N 0.313 0.927 -2.232  0.02
C 0.825 -0.282 -1.726  -0.42
O 1.057 -1.287 -2.415  0.07
C 0.978 -0.516 -0.289  0.02
C -0.420 -0.156 0.752  -0.05
C -1.659 0.419 0.201  -0.05
C -0.231 -0.464 2.162  -0.39
N 0.182 0.665 2.963  0.07
N 0.707 -1.644 2.226  0.14
C 1.566 -2.126 1.316  -0.02
N 1.737 -1.570 0.114  0.11
H 0.657 0.363 -4.138  0.05
H -0.295 1.801 -4.044  0.06
H 1.297 1.962 -3.880  0.13
H 0.270 1.697 -1.576  0.14
H -1.838 1.356 0.886  0.14
H -2.349 -0.417 0.249  0.10
H -1.691 0.750 -0.846  0.08
H -1.257 -0.869 2.630  0.20
H -0.418 1.015 3.749  0.12
H 1.119 0.616 3.390  0.10
H 0.660 -2.062 3.120  0.14
H 2.212 -2.924 1.519  0.15
H 2.119 -2.121 -0.589  0.14

- total energy (hartree) = -568.43681
- E_LUMO (alpha / beta) (eV) = -4.72 / -4.09
- structure (SMILES) = CNC(=O)C1=C(C)[C@H](N)[NH+]=CN1
- F_max (eV/A) = 8.1
- net charge = +1
- spin multiplicity = 1
- E_HOMO (alpha / beta) (eV) = -12.3 / -12.2
- relative energy (zero: lowest compared OMol25 entry of this formula, charge and spin) (kcal/mol) = 62.0

---

Computed, not measured: a single C17H28N2OS molecule, with ωB97M-V with the def2-TZVPD basis set.

Each line ends with the Löwdin charge.
CARTESIAN COORDINATES (ANGSTROEM)
C -2.434 -0.986 -3.194  -0.05
C -2.520 -2.236 -2.371  -0.35
C -2.359 -3.494 -3.176  -0.07
C -2.714 -2.287 -1.058  -0.07
C -2.857 -1.149 -0.091  -0.19
N -1.718 -1.161 0.820  -0.13
C -1.914 -0.430 2.055  -0.16
C -1.734 1.086 1.916  -0.17
N -0.412 1.337 1.382  -0.19
C -0.029 2.736 1.385  -0.21
C 1.435 2.858 1.127  -0.52
C 2.095 3.654 0.248  -0.13
C 3.499 3.468 0.276  -0.14
C 3.898 2.526 1.168  -0.58
C 5.277 2.054 1.465  -0.11
S 2.536 1.848 2.008  1.08
C -0.297 0.735 0.068  -0.13
C -0.465 -0.787 0.179  -0.29
C 0.717 -1.406 0.937  -0.13
C 1.914 -1.654 0.019  -0.27
O 1.601 -2.476 -1.082  -0.07
H -2.514 -0.086 -2.593  0.06
H -3.229 -0.975 -3.939  0.08
H -1.482 -0.962 -3.724  0.09
H -3.097 -3.529 -3.976  0.08
H -2.474 -4.378 -2.556  0.07
H -1.371 -3.516 -3.636  0.08
H -2.736 -3.255 -0.575  0.11
H -2.983 -0.190 -0.613  0.10
H -3.755 -1.318 0.512  0.12
H -1.174 -0.794 2.772  0.12
H -2.910 -0.653 2.445  0.12
H -2.525 1.508 1.267  0.12
H -1.816 1.553 2.901  0.12
H -0.580 3.333 0.634  0.13
H -0.264 3.140 2.377  0.12
H 1.602 4.356 -0.401  0.11
H 4.180 4.015 -0.353  0.11
H 5.371 0.989 1.256  0.07
H 5.520 2.211 2.515  0.07
H 5.995 2.596 0.853  0.08
H -1.053 1.149 -0.626  0.13
H 0.688 0.963 -0.343  0.12
H -0.479 -1.213 -0.830  0.13
H 1.025 -0.747 1.749  0.09
H 0.387 -2.357 1.362  0.12
H 2.273 -0.716 -0.411  0.11
H 2.734 -2.098 0.604  0.12
H 1.148 -3.261 -0.752  0.09

- total energy (hartree) = -1247.47724
- E_LUMO (eV) = 0.77
- structure (SMILES) = CC(C)=CCN1CCN(Cc2ccc(C)s2)C[C@H]1CCO
- F_max (eV/A) = 0.6
- spin multiplicity = 1
- E_HOMO (eV) = -8.1
- relative energy (zero: lowest compared OMol25 entry of this formula, charge and spin) (kcal/mol) = 79.5

---

Computed, not measured: 2 unconnected molecules or ions with the total composition C2H8N2O at a distorted geometry, with ωB97M-V with the def2-TZVPD basis set.

Each line ends with the Löwdin charge.
CARTESIAN COORDINATES (ANGSTROEM)
C -0.975 -0.911 0.683  -0.40
C 0.905 2.021 -0.831  -0.19
N -1.151 -0.703 -0.644  0.14
N -0.116 -1.921 1.227  0.02
O 0.219 0.895 -0.360  -0.29
H -0.411 -1.166 -1.177  0.08
H 0.843 -1.835 0.915  0.07
H -0.453 -2.865 1.073  0.07
H -1.873 -0.732 1.279  0.12
H -0.310 0.236 0.706  0.17
H 1.658 2.326 -0.091  0.08
H 1.435 1.789 -1.764  0.08
H 0.228 2.866 -1.017  0.07

- total energy (hartree) = -265.57793
- E_LUMO (eV) = -0.60
- F_max (eV/A) = 2.0
- spin multiplicity = 1
- E_HOMO (eV) = -9.4
- relative energy (zero: lowest compared OMol25 entry of this formula, charge and spin) (kcal/mol) = 128.8

---

Computed, not measured: 2 unconnected molecules or ions with the total composition C5H15N2, with ωB97M-V with the def2-TZVPD basis set.

Each line ends with the Löwdin charge.
CARTESIAN COORDINATES (ANGSTROEM)
C -0.666 1.167 -0.598  -0.24
C -0.752 0.160 -1.731  -0.26
C -2.168 -0.376 -1.922  -0.09
N 0.751 1.468 -0.255  0.01
H -1.140 0.734 0.289  0.11
H -1.228 2.075 -0.810  0.13
H -0.070 -0.662 -1.515  0.09
H -0.435 0.619 -2.667  0.12
H -2.895 0.414 -2.102  0.08
H -2.483 -0.898 -1.017  0.08
H -2.213 -1.051 -2.772  0.08
H 0.814 2.388 0.173  0.12
H 1.247 1.552 -1.136  0.11
C 0.955 -0.356 2.715  -0.02
C 1.624 -1.715 0.869  0.12
N 1.273 -0.582 1.307  -0.05
H 1.694 0.332 3.122  0.11
H 1.010 -1.285 3.280  0.10
H -0.051 0.052 2.783  0.10
H 1.661 -2.548 1.559  0.11
H 1.902 -1.832 -0.170  0.11
H 1.172 0.347 0.598  0.10

- total energy (hartree) = -308.76187
- E_LUMO (eV) = -3.89
- F_max (eV/A) = 0.5
- net charge = +1
- spin multiplicity = 1
- E_HOMO (eV) = -14.8
- relative energy (zero: lowest compared OMol25 entry of this formula, charge and spin) (kcal/mol) = 19.3